# 1
Formula: C2H10NO2S
Source: the OMol25 dataset
Level of theory: ωB97M-V/def2-TZVPD

Summary:
LUMO level: 3.16 eV
Charge: -1
Energy above the lowest of the compared OMol25 structures with the same formula, charge and spin: 28.9 kcal/mol
DFT total energy: -685.6216 hartree
Highest occupied orbital energy: -0.088 Ha

Structure (XYZ):
```
16
C2H10NO2S | the OMol25 dataset | ωB97M-V/def2-TZVPD
C 0.395 1.266 0.990
C 1.094 1.147 -0.471
S 0.852 -0.391 -1.333
N 0.645 0.154 1.874
H -0.712 1.518 0.881
H 0.866 2.073 1.386
H 2.137 1.275 -0.243
H 0.826 2.072 -0.923
H 1.686 0.006 1.914
H 0.382 -0.764 1.484
H -0.759 0.043 5.131
H -0.193 0.134 3.731
O -1.004 0.183 4.250
H -2.250 -3.398 -5.676
H -2.219 -2.316 -6.625
O -1.746 -3.001 -6.371
```

# 2
Formula: C14H23B2Br2N2O9
Source: the OMol25 dataset
Level of theory: ωB97M-V/def2-TZVPD

Summary:
LUMO level: 2.52 eV
Charge: -1
Energy above the lowest of the compared OMol25 structures with the same formula, charge and spin: 73.6 kcal/mol
DFT total energy: -6531.8152 hartree
Highest occupied orbital energy: -0.189 Ha

Structure (XYZ):
```
52
C14H23B2Br2N2O9 | the OMol25 dataset | ωB97M-V/def2-TZVPD
C 5.871 2.472 0.059
C 5.199 1.026 -0.300
O 3.791 1.285 -0.490
B 3.052 0.126 -0.911
O 3.871 -1.075 -1.084
C 1.410 0.069 -1.080
C 1.178 -0.617 -2.507
C -0.126 -1.520 -2.682
N -0.913 -1.386 -3.743
C 1.053 -0.910 0.177
O 1.918 -1.083 1.127
O -0.140 -1.547 0.368
N 0.732 1.347 -0.804
B 1.022 2.508 -1.673
O 1.800 2.556 -2.879
O 0.498 3.803 -1.215
C 1.235 4.020 0.038
C -0.717 1.322 -0.678
Br -1.926 1.447 -2.286
C -1.427 1.284 0.558
C -0.664 1.236 1.950
Br -3.418 1.307 0.640
H 6.444 2.452 1.040
H 6.545 2.785 -0.823
H 5.028 3.258 0.070
H 5.417 0.331 0.587
H 5.743 0.692 -1.258
H 4.006 -1.504 -0.212
H 1.137 0.128 -3.389
H 2.048 -1.319 -2.808
H -0.436 -2.376 -1.986
H -0.565 -0.625 -4.349
H 1.221 2.991 -3.544
H 1.201 5.103 0.385
H 2.351 3.746 -0.091
H 0.847 3.358 0.881
H 0.460 1.219 1.779
H -0.996 0.260 2.466
H -0.980 2.108 2.618
C -3.675 -1.932 1.659
C -4.616 -2.846 2.412
C -4.666 -4.240 1.860
O -5.970 -4.668 2.242
C -6.740 -3.545 2.302
O -7.936 -3.547 2.376
O -5.971 -2.421 2.266
H -3.741 -0.913 2.047
H -2.640 -2.274 1.744
H -3.942 -1.880 0.600
H -4.373 -2.843 3.481
H -3.901 -4.889 2.288
H -4.598 -4.278 0.769
```

- Look up the DFT total energy of the first one.
  -685.6216 hartree

- Which value of charge does entry 2 give?
  -1

- Look up the highest occupied orbital energy of the second one.
  -0.189 Ha